#one
{
  "formula": "C36H54O27",
  "method": "ωB97M-V with the def2-TZVPD basis set",
  "lumo_ev": -0.59,
  "charge": 0,
  "homo_energy_ev": -9.90,
  "symbols": ["C", "C", "C", "O", "C", "O", "O", "H", "H", "H", "H", "H", "H", "C", "C", "C", "O", "C", "O", "O", "H", "H", "H", "H", "H", "H", "C", "C", "C", "O", "C", "O", "O", "H", "H", "H", "H", "H", "H", "C", "C", "C", "O", "C", "O", "O", "H", "H", "H", "H", "H", "H", "C", "C", "C", "O", "C", "O", "O", "H", "H", "H", "H", "H", "H", "C", "C", "C", "O", "C", "O", "O", "H", "H", "H", "H", "H", "H", "C", "C", "C", "O", "C", "O", "O", "H", "H", "H", "H", "H", "H", "C", "C", "C", "O", "C", "O", "O", "H", "H", "H", "H", "H", "H", "C", "C", "C", "O", "C", "O", "O", "H", "H", "H", "H", "H", "H"],
  "positions_angstrom": [[1.47, -0.53, -1.26], [0.22, -0.22, -0.45], [-0.71, -1.41, -0.25], [-1.07, -1.31, 1.14], [-0.22, -0.49, 1.78], [-0.17, -0.35, 2.96], [0.63, 0.06, 0.90], [2.23, 0.25, -1.24], [1.22, -0.72, -2.31], [1.94, -1.42, -0.84], [-0.34, 0.62, -0.86], [-0.15, -2.35, -0.22], [-1.52, -1.42, -0.96], [-5.98, 2.46, -2.50], [-5.01, 1.44, -3.07], [-3.53, 1.87, -2.97], [-2.85, 0.66, -2.68], [-3.73, -0.27, -2.25], [-3.44, -1.33, -1.81], [-4.98, 0.19, -2.39], [-5.80, 3.44, -2.96], [-5.87, 2.54, -1.42], [-7.00, 2.26, -2.79], [-5.28, 1.21, -4.10], [-3.36, 2.67, -2.25], [-3.16, 2.18, -3.95], [2.80, 3.36, -4.65], [2.44, 2.16, -3.77], [1.15, 1.44, -4.15], [1.60, 0.14, -4.54], [2.91, 0.02, -4.40], [3.53, -0.92, -4.79], [3.45, 1.16, -3.91], [2.07, 4.16, -4.51], [2.77, 3.10, -5.71], [3.78, 3.75, -4.41], [2.40, 2.49, -2.73], [0.53, 1.94, -4.88], [0.65, 1.27, -3.19], [-2.35, -1.60, 5.02], [-3.57, -1.64, 5.92], [-3.95, -0.35, 6.64], [-5.38, -0.37, 6.53], [-5.79, -1.33, 5.71], [-6.92, -1.52, 5.39], [-4.74, -2.05, 5.24], [-1.93, -2.59, 4.86], [-1.55, -0.96, 5.39], [-2.59, -1.22, 4.03], [-3.37, -2.41, 6.68], [-3.52, 0.51, 6.12], [-3.67, -0.35, 7.69], [-3.66, -2.86, -3.41], [-2.47, -3.69, -3.84], [-1.20, -2.93, -4.34], [-0.19, -3.30, -3.41], [-0.63, -4.26, -2.58], [0.02, -4.83, -1.77], [-1.97, -4.38, -2.70], [-3.30, -2.11, -2.70], [-4.37, -3.52, -2.91], [-4.18, -2.40, -4.24], [-2.68, -4.43, -4.62], [-1.37, -1.87, -4.52], [-0.92, -3.37, -5.30], [5.31, 1.08, -1.13], [5.33, -0.40, -0.81], [5.08, -1.37, -1.97], [5.95, -2.44, -1.69], [6.88, -2.05, -0.78], [7.69, -2.76, -0.30], [6.71, -0.74, -0.52], [5.72, 1.20, -2.14], [6.00, 1.69, -0.55], [4.32, 1.54, -1.19], [4.70, -0.53, 0.07], [5.25, -0.89, -2.93], [4.03, -1.66, -1.92], [0.74, 6.64, -2.21], [-0.34, 5.66, -1.80], [-0.89, 4.92, -3.06], [-0.78, 3.54, -2.72], [-0.07, 3.40, -1.58], [0.08, 2.33, -1.10], [0.24, 4.58, -1.04], [1.55, 6.19, -2.79], [1.25, 7.09, -1.35], [0.25, 7.45, -2.75], [-1.11, 6.14, -1.20], [-0.28, 5.16, -3.93], [-1.93, 5.12, -3.28], [0.06, 1.26, 6.16], [1.20, 2.13, 6.65], [0.98, 3.67, 6.55], [0.74, 4.04, 7.88], [1.11, 3.07, 8.74], [1.11, 3.18, 9.92], [1.41, 1.97, 8.03], [-0.86, 1.56, 6.66], [0.33, 0.22, 6.35], [-0.11, 1.42, 5.10], [2.14, 1.87, 6.15], [0.14, 3.96, 5.91], [1.86, 4.18, 6.14], [1.50, -6.66, 2.14], [1.39, -5.62, 1.03], [0.78, -4.27, 1.44], [1.70, -3.28, 0.98], [2.84, -3.90, 0.62], [3.86, -3.35, 0.33], [2.72, -5.23, 0.68], [2.25, -7.37, 1.78], [0.57, -7.20, 2.26], [1.89, -6.29, 3.08], [0.88, -6.07, 0.18], [0.66, -4.22, 2.52], [-0.20, -4.22, 0.95]],
  "lowdin_charge": [0.0167, -0.2961, -0.0581, 0.0762, -0.5639, 0.1344, 0.1004, 0.0833, 0.0863, 0.0826, 0.1046, 0.1077, 0.1155, -0.0149, -0.3031, -0.0895, 0.0832, -0.5052, 0.1442, 0.1254, 0.0901, 0.0965, 0.0876, 0.1573, 0.1307, 0.1369, -0.0048, -0.3102, -0.0771, 0.0608, -0.5855, 0.1714, 0.0753, 0.0658, 0.0954, 0.0902, 0.1379, 0.1384, 0.0985, -0.0173, -0.3381, -0.0681, 0.0765, -0.5817, 0.1628, 0.0951, 0.0877, 0.0593, 0.0872, 0.1521, 0.1290, 0.1350, -0.0104, -0.2794, -0.0790, 0.0720, -0.5590, 0.1639, 0.0891, -0.0819, 0.1041, 0.0990, 0.1415, 0.1282, 0.1279, -0.0274, -0.2934, -0.1189, 0.0752, -0.5649, 0.1716, 0.0784, 0.0842, 0.0867, 0.0642, 0.1512, 0.1213, 0.1158, -0.0250, -0.2653, -0.0734, 0.0410, -0.5645, 0.1466, 0.1161, 0.0843, 0.0921, 0.0972, 0.1554, 0.1226, 0.1326, -0.0247, -0.3104, -0.0939, 0.0638, -0.5651, 0.1722, 0.0812, 0.0892, 0.0876, 0.0814, 0.1524, 0.1302, 0.1287, -0.0215, -0.3008, -0.0816, 0.0577, -0.5559, 0.1661, 0.1024, 0.0883, 0.0863, 0.0874, 0.1345, 0.1349, 0.1252]
}

=====

#two
{
  "formula": "C36H54O27",
  "method": "ωB97M-V with the def2-TZVPD basis set",
  "lumo_ev": -0.07,
  "smiles": "C[C@H]1COC(=O)O1.C[C@H]1COC(=O)O1.C[C@H]1COC(=O)O1.C[C@H]1COC(=O)O1.C[C@H]1COC(=O)O1.C[C@H]1COC(=O)O1.C[C@H]1COC(=O)O1.C[C@H]1COC(=O)O1.C[C@H]1COC(=O)O1",
  "charge": 0,
  "homo_energy_ev": -10.21,
  "symbols": ["C", "C", "C", "O", "C", "O", "O", "H", "H", "H", "H", "H", "H", "C", "C", "C", "O", "C", "O", "O", "H", "H", "H", "H", "H", "H", "C", "C", "C", "O", "C", "O", "O", "H", "H", "H", "H", "H", "H", "C", "C", "C", "O", "C", "O", "O", "H", "H", "H", "H", "H", "H", "C", "C", "C", "O", "C", "O", "O", "H", "H", "H", "H", "H", "H", "C", "C", "C", "O", "C", "O", "O", "H", "H", "H", "H", "H", "H", "C", "C", "C", "O", "C", "O", "O", "H", "H", "H", "H", "H", "H", "C", "C", "C", "O", "C", "O", "O", "H", "H", "H", "H", "H", "H", "C", "C", "C", "O", "C", "O", "O", "H", "H", "H", "H", "H", "H"],
  "positions_angstrom": [[-0.09, -10.56, 0.79], [-1.04, -11.54, 0.15], [-1.60, -12.54, 1.18], [-2.98, -12.67, 0.80], [-3.34, -11.56, 0.12], [-4.45, -11.26, -0.16], [-2.24, -10.85, -0.22], [0.76, -11.10, 1.22], [-0.60, -10.08, 1.63], [0.30, -9.82, 0.09], [-0.62, -12.08, -0.71], [-1.56, -12.08, 2.17], [-1.18, -13.54, 1.16], [-6.55, -11.45, 8.47], [-7.04, -12.33, 7.33], [-8.26, -11.72, 6.63], [-7.80, -11.44, 5.31], [-6.50, -11.78, 5.18], [-5.84, -11.59, 4.21], [-6.05, -12.40, 6.31], [-6.14, -10.53, 8.05], [-5.73, -11.91, 9.03], [-7.33, -11.17, 9.18], [-7.28, -13.32, 7.73], [-8.57, -10.76, 7.05], [-9.11, -12.40, 6.64], [-10.78, -17.14, -1.82], [-10.90, -15.66, -2.08], [-9.56, -14.88, -2.18], [-9.48, -14.44, -3.52], [-10.54, -14.85, -4.22], [-10.74, -14.73, -5.38], [-11.44, -15.44, -3.38], [-9.78, -17.58, -1.98], [-11.48, -17.70, -2.44], [-10.93, -17.41, -0.77], [-11.49, -15.10, -1.35], [-8.73, -15.54, -1.93], [-9.45, -14.03, -1.50], [-14.68, -2.44, 0.75], [-14.19, -3.61, 1.57], [-14.84, -4.99, 1.20], [-13.71, -5.83, 1.02], [-12.56, -5.17, 1.23], [-11.47, -5.63, 1.17], [-12.81, -3.85, 1.36], [-14.00, -1.60, 0.87], [-15.66, -2.10, 1.05], [-14.63, -2.76, -0.30], [-14.44, -3.47, 2.63], [-15.37, -4.82, 0.26], [-15.46, -5.36, 2.01], [-13.97, -9.53, 1.75], [-13.96, -9.21, 3.23], [-12.75, -8.42, 3.72], [-13.32, -7.43, 4.58], [-14.61, -7.22, 4.24], [-15.27, -6.29, 4.56], [-15.01, -8.22, 3.43], [-14.16, -8.63, 1.18], [-14.77, -10.24, 1.57], [-13.02, -9.99, 1.45], [-14.20, -10.01, 3.94], [-12.26, -7.88, 2.89], [-11.95, -8.90, 4.28], [-12.56, -13.04, 0.40], [-11.84, -13.88, 1.46], [-12.29, -15.34, 1.61], [-11.06, -16.04, 1.77], [-10.08, -15.31, 1.18], [-9.06, -15.77, 0.78], [-10.46, -14.02, 1.09], [-11.85, -12.61, -0.31], [-13.10, -12.23, 0.89], [-13.38, -13.58, -0.06], [-11.88, -13.37, 2.43], [-12.78, -15.70, 0.70], [-12.96, -15.45, 2.45], [-1.91, -6.99, 1.86], [-3.21, -7.74, 1.64], [-4.39, -7.19, 2.47], [-5.50, -7.34, 1.59], [-5.02, -7.37, 0.31], [-5.69, -7.32, -0.67], [-3.68, -7.50, 0.33], [-1.31, -7.14, 0.95], [-1.38, -7.32, 2.74], [-2.06, -5.92, 1.99], [-3.05, -8.80, 1.84], [-4.20, -6.16, 2.78], [-4.56, -7.78, 3.37], [-10.74, -5.01, 4.58], [-9.36, -5.10, 3.94], [-8.55, -3.81, 3.99], [-7.43, -4.11, 4.83], [-7.45, -5.41, 5.17], [-6.57, -5.98, 5.75], [-8.61, -5.99, 4.79], [-11.37, -4.17, 4.29], [-10.52, -4.89, 5.66], [-11.36, -5.89, 4.75], [-9.41, -5.51, 2.93], [-9.05, -2.94, 4.41], [-8.23, -3.47, 3.01], [-9.29, -8.44, 1.82], [-8.36, -9.00, 0.77], [-7.72, -10.37, 1.14], [-8.36, -11.30, 0.30], [-9.16, -10.68, -0.58], [-9.79, -11.23, -1.44], [-9.17, -9.36, -0.39], [-10.02, -7.72, 1.43], [-8.64, -7.92, 2.54], [-9.93, -9.18, 2.31], [-7.61, -8.30, 0.43], [-7.76, -10.58, 2.21], [-6.67, -10.24, 0.89]],
  "lowdin_charge": [-0.0243, -0.3004, -0.0817, 0.0683, -0.5660, 0.1711, 0.0735, 0.0922, 0.0780, 0.0876, 0.1552, 0.1320, 0.1358, -0.0287, -0.3205, -0.0863, 0.0603, -0.5533, 0.1692, 0.0877, 0.0970, 0.0843, 0.0869, 0.1490, 0.1303, 0.1293, -0.0142, -0.2928, -0.0822, 0.0925, -0.5639, 0.1594, 0.0683, 0.0921, 0.0893, 0.0761, 0.1261, 0.1252, 0.1154, -0.0197, -0.3196, -0.0672, 0.0618, -0.5516, 0.1586, 0.0850, 0.0875, 0.0903, 0.0913, 0.1507, 0.1306, 0.1228, -0.0049, -0.2692, -0.0819, 0.0404, -0.5807, 0.1514, 0.0664, 0.0877, 0.0872, 0.0786, 0.1549, 0.1203, 0.1367, -0.0002, -0.2894, -0.0945, 0.0567, -0.5711, 0.1744, 0.0758, 0.0852, 0.0543, 0.0875, 0.1471, 0.1261, 0.1342, -0.0223, -0.3114, -0.0919, 0.0493, -0.5458, 0.1777, 0.0914, 0.0869, 0.0865, 0.0839, 0.1427, 0.1313, 0.1385, -0.0106, -0.2859, -0.0816, 0.0744, -0.5724, 0.1500, 0.0636, 0.0870, 0.0982, 0.0668, 0.1293, 0.1336, 0.1344, -0.0150, -0.2593, -0.0783, 0.0872, -0.5738, 0.1375, 0.0931, 0.0671, 0.0845, 0.0817, 0.1192, 0.1244, 0.1168]
}

=====

Least stable of them? #one.

=====

#one
{
  "formula": "C3H8NOP",
  "method": "ωB97M-V with the def2-TZVPD basis set",
  "lumo_ev": 0.14,
  "smiles": "CC(C)NP=O",
  "charge": 0,
  "homo_energy_ev": -9.57,
  "symbols": ["C", "C", "C", "N", "P", "O", "H", "H", "H", "H", "H", "H", "H", "H"],
  "positions_angstrom": [[1.15, 0.64, 0.85], [0.15, -0.29, 0.14], [0.76, -0.50, -1.28], [-1.17, 0.19, 0.02], [-2.43, -0.64, 1.07], [-3.78, -0.13, 0.97], [0.60, 1.12, 1.61], [1.91, 0.00, 1.05], [1.42, 1.47, 0.23], [0.17, -1.23, 0.68], [0.73, 0.43, -1.72], [0.07, -1.19, -1.85], [1.78, -0.84, -1.15], [-1.37, 0.96, -0.61]],
  "lowdin_charge": [-0.0590, -0.5820, -0.0645, -0.2137, 0.8440, -0.5024, 0.0622, 0.0475, 0.0738, 0.1018, 0.0347, 0.0947, 0.0772, 0.0857]
}

=====

#two
{
  "formula": "C3H8NOP",
  "method": "ωB97M-V with the def2-TZVPD basis set",
  "lumo_ev": 0.99,
  "smiles": "CC[C@H]1ON1P",
  "charge": 0,
  "homo_energy_ev": -9.44,
  "symbols": ["C", "C", "C", "O", "N", "P", "H", "H", "H", "H", "H", "H", "H", "H"],
  "positions_angstrom": [[2.01, 0.48, -0.24], [1.14, -0.57, 0.34], [-0.32, -0.48, -0.19], [-1.31, -1.40, 0.09], [-1.32, 0.10, 0.56], [-2.66, 1.02, -0.04], [1.80, 1.34, 0.23], [1.84, 0.66, -1.26], [2.99, 0.26, -0.21], [1.34, -0.52, 1.38], [1.57, -1.56, 0.12], [-0.39, -0.23, -1.31], [-3.45, 0.88, 1.16], [-3.23, 0.01, -0.64]],
  "lowdin_charge": [-0.1047, -0.1693, -0.5063, -0.0494, -0.2847, 0.8193, 0.0442, 0.0667, 0.0495, 0.1031, 0.1174, 0.1574, -0.0910, -0.1522]
}

=====

Least stable of them? #two.

=====

#one
{
  "formula": "C3H8NOS",
  "method": "ωB97M-V with the def2-TZVPD basis set",
  "lumo_ev": -3.82,
  "smiles": "[NH3+][C@H](C=O)CS",
  "charge": 1,
  "homo_energy_ev": -13.66,
  "symbols": ["N", "C", "C", "O", "C", "S", "H", "H", "H", "H", "H", "H", "H", "H"],
  "positions_angstrom": [[-1.42, 0.42, -1.10], [-0.22, -0.49, -0.90], [-0.45, -1.33, 0.34], [-1.44, -1.22, 1.01], [1.06, 0.44, -0.86], [1.24, 0.97, 0.87], [-1.40, 1.14, -0.36], [-1.27, 1.02, -1.91], [-2.21, -0.16, -0.79], [-0.18, -1.22, -1.72], [0.43, -1.91, 0.66], [1.95, -0.10, -1.16], [0.93, 1.35, -1.46], [2.59, 0.75, 0.95]],
  "lowdin_charge": [0.2217, -0.3090, -0.2617, 0.1017, -0.4558, 0.7732, 0.1691, 0.1842, 0.1779, 0.1647, 0.1473, 0.0887, 0.0774, -0.0795]
}

=====

#two
{
  "formula": "C3H8NOS",
  "method": "ωB97M-V with the def2-TZVPD basis set",
  "lumo_ev": -4.38,
  "smiles": "[NH3+][C@H](C=O)CS",
  "charge": 1,
  "homo_energy_ev": -13.44,
  "symbols": ["N", "C", "C", "O", "C", "S", "H", "H", "H", "H", "H", "H", "H", "H"],
  "positions_angstrom": [[-1.24, 1.13, -1.01], [-0.40, 0.08, -0.28], [-1.41, -0.90, 0.31], [-2.35, -1.22, -0.36], [0.64, 0.68, 0.67], [2.23, -0.19, 0.43], [-1.70, 0.71, -1.83], [-1.98, 1.47, -0.39], [-0.63, 1.93, -1.22], [0.11, -0.42, -1.10], [-1.31, -1.26, 1.35], [0.77, 1.74, 0.46], [0.34, 0.53, 1.71], [3.02, 0.89, 0.41]],
  "lowdin_charge": [0.2348, -0.3197, -0.1795, 0.1150, -0.4932, 0.7751, 0.1784, 0.1786, 0.1800, 0.1360, 0.1536, 0.0850, 0.0776, -0.1216]
}

=====

Least stable of them? #one.

=====

#one
{
  "formula": "C2H6N2O2S",
  "method": "ωB97M-V with the def2-TZVPD basis set",
  "lumo_ev": 0.33,
  "charge": 0,
  "homo_energy_ev": -9.83,
  "symbols": ["C", "C", "N", "N", "O", "O", "S", "H", "H", "H", "H", "H", "H"],
  "positions_angstrom": [[2.82, -0.05, -0.03], [1.90, 1.00, 0.20], [3.52, -0.91, -0.37], [-2.16, -0.76, 0.78], [-1.11, -1.18, -1.37], [-1.23, 1.27, -0.44], [-1.95, 0.07, -0.70], [1.81, 1.24, 1.30], [0.80, 0.99, -0.14], [2.30, 1.83, -0.22], [-1.71, -1.87, -1.54], [-2.83, -1.48, 0.95], [-2.16, -0.14, 1.58]],
  "lowdin_charge": [-0.2937, -0.0892, 0.1242, -0.1705, -0.2842, -0.4347, 0.8278, 0.1096, 0.0686, 0.0402, 0.0187, 0.0383, 0.0448]
}

=====

#two
{
  "formula": "C2H6N2O2S",
  "method": "ωB97M-V with the def2-TZVPD basis set",
  "lumo_ev": -1.57,
  "smiles": "NNCC=S(=O)=O",
  "charge": 0,
  "homo_energy_ev": -8.38,
  "symbols": ["N", "N", "C", "C", "S", "O", "O", "H", "H", "H", "H", "H", "H"],
  "positions_angstrom": [[1.29, -1.60, 0.71], [0.51, -1.21, -0.33], [-0.74, -0.60, -0.10], [-0.56, 0.89, 0.49], [-0.40, 2.19, -0.71], [-0.19, 3.43, -0.01], [0.23, 1.94, -2.03], [0.94, -1.25, 1.68], [1.46, -2.61, 0.59], [1.09, -0.80, -1.06], [-1.33, -0.49, -1.10], [-1.26, -1.18, 0.56], [-1.03, 1.29, 1.30]],
  "lowdin_charge": [-0.0484, -0.2221, -0.2556, -0.1197, 0.8154, -0.3676, -0.3595, 0.1243, 0.0824, 0.1157, 0.1476, 0.0694, 0.0182]
}

=====

Least stable of them? #two.